No. 1
C30H33N8O4RuSe as an isolated structure in a non-equilibrium geometry. Source: OMol25; level of theory: ωB97M-V/def2-TZVPD.

```
! wB97M-V def2-TZVPD RIJCOSX def2/J DEFGRID3
* xyz 2 2
Ru 0.939 1.051 0.242
C -1.645 3.835 -2.172
O -0.507 4.542 -1.564
C 0.145 3.630 -0.888
N -0.235 2.410 -0.912
C -1.455 2.351 -1.774
C -2.697 1.811 -1.116
C -3.592 1.057 -1.866
C -4.785 0.617 -1.306
C -5.093 0.932 0.011
C -4.208 1.698 0.762
C -3.018 2.142 0.197
C 1.303 3.973 -0.087
C 2.012 5.154 -0.085
C 3.101 5.257 0.772
C 3.427 4.194 1.601
C 2.653 3.053 1.520
N 1.620 2.942 0.694
C 2.749 1.857 2.340
N 1.895 0.912 2.186
C 2.199 -0.075 3.294
C 3.493 0.486 3.908
O 3.655 1.803 3.279
C 2.360 -1.551 3.011
C 2.749 -2.325 4.107
C 2.894 -3.696 3.993
C 2.657 -4.318 2.773
C 2.288 -3.558 1.676
C 2.137 -2.180 1.800
H -1.611 4.015 -3.241
H -2.547 4.268 -1.749
H -1.203 1.738 -2.637
H -3.356 0.816 -2.898
H -5.479 0.034 -1.898
H -6.031 0.608 0.442
H -4.453 1.961 1.784
H -2.343 2.760 0.782
H 1.714 5.965 -0.734
H 3.685 6.168 0.800
H 4.257 4.239 2.294
H 1.373 0.039 3.998
H 4.365 -0.108 3.651
H 3.445 0.647 4.979
H 2.936 -1.855 5.069
H 3.195 -4.278 4.854
H 2.774 -5.390 2.680
H 2.131 -4.017 0.712
H 1.897 -1.611 0.922
N -0.801 -0.194 0.977
C -1.214 -1.095 -0.140
C -1.869 -2.375 0.351
C -2.117 -3.513 -0.656
C -2.429 -3.181 -2.120
N -1.157 -3.026 -2.842
C -0.907 -2.286 -3.904
N -1.915 -1.815 -4.655
N 0.361 -2.024 -4.228
C 0.061 -1.215 -0.949
O 0.723 -2.233 -0.997
O 0.368 -0.048 -1.492
H -0.472 -0.758 1.757
H -1.583 0.371 1.287
H -1.905 -0.515 -0.741
H -2.822 -2.087 0.802
H -1.251 -2.796 1.151
H -2.950 -4.103 -0.276
H -1.250 -4.175 -0.655
H -3.018 -2.266 -2.227
H -2.996 -4.006 -2.550
H -0.342 -3.359 -2.344
H -2.825 -2.237 -4.579
H -1.715 -1.328 -5.512
H 1.074 -2.101 -3.512
H 0.577 -1.436 -5.014
Se 4.455 -1.117 -1.694
C 3.394 0.025 -0.967
N 2.733 0.891 -0.476
*
```

Summary:
* frontier orbital gap (spin up / spin down): 6.70 / 6.15 eV
* energy above the lowest of the compared OMol25 structures with the same formula, charge and spin: 0.00 kJ/mol
* E: -4397.89127 Eh

No. 2
A 5-piece molecular cluster, C30H34BCl16F2IN5O9PS overall in a non-equilibrium geometry. Source: OMol25; level of theory: ωB97M-V/def2-TZVPD.

```
! wB97M-V def2-TZVPD RIJCOSX def2/J DEFGRID3
* xyz 0 1
C -5.765 3.438 -0.432
C -5.236 1.925 -0.291
N -4.287 1.482 -1.361
C -2.990 1.014 -0.834
C -2.755 -0.521 -0.516
C -3.810 -1.709 -0.696
C -4.800 -1.563 -1.958
C -6.325 -1.424 -1.369
I -7.410 -3.256 -1.839
C -1.313 -0.905 0.097
C -0.902 -2.421 0.501
C 0.178 -3.089 -0.521
C -0.493 -3.910 -1.732
C -0.037 -3.423 -3.205
C 1.554 -3.154 -3.336
O 1.739 -1.697 -3.196
C 3.112 -1.341 -3.300
C 3.650 -0.217 -2.283
O 3.931 -1.817 -4.141
C -0.196 0.188 0.368
C -0.434 1.711 0.050
C -1.858 2.106 -0.558
B -2.063 3.722 -0.825
N -1.641 4.450 -2.080
O -2.661 4.559 0.217
N 0.555 2.789 0.288
C 1.295 2.628 1.559
C 1.595 3.902 2.405
N 1.123 5.189 1.891
C 2.403 3.902 3.752
O 2.658 5.150 4.434
C 2.906 2.499 4.254
P 3.873 2.362 5.889
O 4.219 3.728 6.502
O 2.829 1.530 6.972
O 5.265 1.364 5.692
C 2.646 1.152 3.463
N 3.176 -0.097 4.061
C 2.114 -0.968 4.600
O 0.889 -0.804 4.434
F 2.530 -2.075 5.422
C 4.088 -0.815 3.161
O 3.964 -2.023 2.821
F 5.182 -0.068 2.586
C 1.842 1.261 2.131
S 1.466 -0.249 1.120
H -5.214 4.077 0.353
H -6.887 3.501 -0.138
H -5.677 3.886 -1.482
H -4.791 1.751 0.749
H -6.159 1.220 -0.365
H -4.191 2.163 -2.126
H -4.344 -1.851 0.317
H -3.213 -2.690 -0.865
H -4.528 -0.719 -2.678
H -4.799 -2.542 -2.557
H -6.353 -1.298 -0.234
H -6.872 -0.500 -1.806
H -1.810 -3.106 0.652
H -0.344 -2.351 1.518
H 0.776 -3.855 0.114
H 0.896 -2.257 -0.845
H -0.208 -5.034 -1.666
H -1.650 -3.893 -1.716
H -0.658 -2.530 -3.563
H -0.268 -4.305 -3.921
H 2.095 -3.690 -2.478
H 1.965 -3.494 -4.359
H 4.293 0.558 -2.858
H 2.806 0.373 -1.763
H 4.311 -0.673 -1.454
H -0.632 4.704 -2.028
H -1.744 3.861 -2.921
H -3.327 5.115 -0.270
H 1.294 2.780 -0.450
H 1.118 5.921 2.619
H 0.164 5.130 1.510
H 3.412 5.610 3.985
H 2.114 2.186 7.161
H 5.796 1.689 4.921
Cl 6.432 -3.839 -3.267
C 5.972 -4.754 -4.719
Cl 5.983 -3.675 -6.129
Cl 7.131 -6.078 -4.976
Cl 4.342 -5.430 -4.502
Cl -0.754 0.056 -2.665
C -1.024 0.509 -4.358
Cl -2.295 -0.516 -5.059
Cl -1.533 2.208 -4.417
Cl 0.480 0.299 -5.282
Cl -2.204 4.207 3.216
C -1.905 4.727 4.889
Cl -2.673 6.306 5.164
Cl -2.590 3.532 6.012
Cl -0.154 4.864 5.164
Cl 2.536 -5.645 -1.444
C 2.323 -7.331 -0.925
Cl 3.574 -8.345 -1.676
Cl 2.465 -7.428 0.844
Cl 0.716 -7.905 -1.423
*
```

Summary:
* frontier orbital gap: 7.59 eV
* E: -10739.05631 Eh
* SMILES string: CCNc1c(CCCI)c(CCCCCOC(C)=O)c2c(c1B(N)O)Nc1c(N)c(O)c(P(=O)(O)O)c(N(C(=O)F)C(=O)F)c1S2.ClC(Cl)(Cl)Cl.ClC(Cl)(Cl)Cl.ClC(Cl)(Cl)Cl.ClC(Cl)(Cl)Cl

No. 3
C30H34BrF4MoN8O4PS as an isolated structure in a non-equilibrium geometry. Source: OMol25; level of theory: ωB97M-V/def2-TZVPD.

```
! wB97M-V def2-TZVPD RIJCOSX def2/J DEFGRID3
* xyz 4 3
Mo -0.459 0.158 -0.219
F -6.902 1.780 -3.587
C -6.011 1.313 -2.757
C -6.406 0.780 -1.521
F -7.671 0.745 -1.187
C -5.429 0.292 -0.649
F -5.757 -0.212 0.535
C -4.072 0.302 -0.973
P -2.855 -0.305 0.245
C -3.129 0.802 1.659
C -2.560 2.077 1.524
C -2.821 3.056 2.463
C -3.645 2.762 3.546
C -4.203 1.500 3.682
C -3.954 0.510 2.743
C -3.331 -2.012 0.586
C -2.947 -2.594 1.801
C -3.329 -3.893 2.082
C -4.063 -4.624 1.155
C -4.414 -4.058 -0.062
C -4.044 -2.758 -0.357
C -3.709 0.838 -2.205
Br -1.855 0.841 -2.681
C -4.648 1.344 -3.095
F -4.246 1.851 -4.239
H -1.946 2.301 0.628
H -2.413 4.049 2.356
H -3.858 3.527 4.278
H -4.855 1.287 4.516
H -4.428 -0.455 2.836
H -2.398 -2.007 2.530
H -3.076 -4.341 3.031
H -4.367 -5.634 1.385
H -4.988 -4.626 -0.778
H -4.335 -2.317 -1.300
C 2.203 -0.210 4.616
N 1.485 0.558 3.611
C 1.486 2.007 3.749
C 0.918 -0.038 2.572
N 0.332 0.622 1.566
N 0.923 -1.416 2.549
C 0.555 -2.245 1.524
N 0.717 -3.551 1.731
N 0.050 -1.764 0.405
H 1.524 -0.789 5.247
H 2.733 0.475 5.274
H 2.953 -0.863 4.165
H 1.871 2.276 4.731
H 0.479 2.425 3.673
H 2.140 2.474 3.008
H 0.370 1.628 1.756
H 1.270 -1.866 3.392
H 1.106 -3.930 2.583
H 0.513 -4.228 1.009
H -0.153 -2.523 -0.249
C 7.652 0.410 -1.024
C 6.845 -0.330 -2.050
S 5.110 0.303 -2.173
O 4.209 -0.422 -1.290
O 5.027 1.729 -2.048
C 4.527 -0.126 -3.883
C 3.385 0.807 -4.267
N 2.474 1.082 -3.165
C 1.615 0.232 -2.587
N 0.988 0.818 -1.554
C 1.468 2.101 -1.484
C 2.395 2.271 -2.471
N 3.122 3.522 -2.739
O 3.103 4.288 -1.823
O 3.597 3.650 -3.827
C 1.340 -1.150 -3.026
H 8.661 -0.023 -0.999
H 7.244 0.319 -0.019
H 7.779 1.459 -1.284
H 6.717 -1.386 -1.817
H 7.243 -0.193 -3.053
H 4.251 -1.176 -3.852
H 5.353 0.022 -4.571
H 2.820 0.377 -5.101
H 3.790 1.772 -4.590
H 1.126 2.837 -0.768
H 1.159 -1.186 -4.101
H 0.456 -1.535 -2.506
H 2.193 -1.793 -2.806
*
```

Summary:
* frontier orbital gap (spin up / spin down): 5.26 / 5.79 eV
* energy above the lowest of the compared OMol25 structures with the same formula, charge and spin: 84.06 kJ/mol
* E: -5682.27311 Eh

Q: Look up the E of the third one.
A: -5682.27311 Eh

Q: Look up the E of the third one.
A: -5682.27311 Eh

Q: Look up the E of the third one.
A: -5682.27311 Eh